{
  "formula": "C35H33FO7",
  "method": "ωB97M-V/def2-TZVPD",
  "orbital_gap_ev": 8.338,
  "relative_energy_kcal_mol": 0.0,
  "smiles": "C#Cc1ccc(CCCCCOC)c2c1C(=O)c1c(Cc3ccccc3)cc(CC(=O)F)cc1C2=O.C[C@@H]1COC(=O)O1",
  "lumo_energy_ev": -0.301,
  "elements": ["F", "O", "O", "O", "O", "O", "O", "O", "C", "C", "C", "C", "C", "C", "C", "C", "C", "C", "C", "C", "C", "C", "C", "C", "C", "C", "C", "C", "C", "C", "C", "C", "C", "C", "C", "C", "C", "C", "C", "C", "C", "C", "C", "H", "H", "H", "H", "H", "H", "H", "H", "H", "H", "H", "H", "H", "H", "H", "H", "H", "H", "H", "H", "H", "H", "H", "H", "H", "H", "H", "H", "H", "H", "H", "H", "H"],
  "positions_angstrom": [[-6.272, 5.300, 1.652], [3.096, -2.520, 2.609], [3.716, -4.683, 2.805], [-4.275, 4.715, 2.304], [3.435, -0.453, -1.908], [4.314, -3.520, 1.000], [0.370, 3.777, -1.294], [-1.614, -0.327, -2.435], [-4.677, 4.945, -0.056], [-2.334, 1.576, -1.184], [-0.233, 2.823, -0.857], [-4.454, 0.207, -1.606], [-4.456, 2.568, -0.829], [-2.480, 3.856, -0.467], [-6.257, -0.606, 1.670], [4.589, 1.558, -1.116], [0.329, -0.803, -0.186], [2.046, 0.443, 0.941], [4.467, 0.477, -2.181], [2.213, 2.937, 0.871], [4.229, -5.638, 1.855], [-1.410, 0.446, -1.529], [5.070, -4.740, 0.980], [-5.002, 4.952, 1.405], [3.651, -3.481, 2.184], [1.554, 1.650, 0.472], [-1.720, 2.770, -0.829], [-5.441, 0.062, 0.774], [-0.281, -2.058, -0.474], [0.420, 1.592, -0.332], [1.447, -0.749, 0.633], [3.595, 2.708, -1.368], [-3.717, 1.453, -1.206], [3.256, 3.531, -0.134], [-6.879, -2.191, 0.001], [3.905, -1.660, -1.354], [-3.859, 3.747, -0.456], [-1.042, -2.970, -0.615], [-5.336, -0.406, -0.525], [-0.190, 0.392, -0.673], [-6.969, -1.721, 1.303], [-6.064, -1.526, -0.889], [4.972, -6.755, 2.543], [-1.724, -3.771, -0.723], [4.593, -2.193, -2.015], [1.444, 3.692, 0.997], [-7.594, -2.245, 2.010], [3.376, -6.035, 1.298], [3.034, -2.295, -1.214], [-5.986, -1.889, -1.906], [6.055, -4.538, 1.409], [-4.109, 5.848, -0.260], [-5.538, 2.530, -0.811], [4.105, 3.390, -2.049], [-7.446, -3.061, -0.290], [2.846, 4.471, -0.491], [-4.888, 0.934, 1.079], [-6.353, -0.258, 2.690], [5.912, -6.400, 2.968], [4.332, -1.483, -0.368], [2.903, 0.427, 1.599], [-5.603, 4.999, -0.620], [-5.117, 0.491, -2.426], [5.189, -7.558, 1.839], [4.167, 3.763, 0.415], [5.185, -5.105, -0.037], [5.589, 1.974, -1.218], [-2.006, 4.783, -0.176], [1.850, -1.660, 1.045], [2.700, 2.794, 1.831], [4.439, 1.170, -0.111], [2.715, 2.356, -1.902], [5.423, -0.035, -2.306], [-3.804, -0.568, -1.988], [4.217, 0.955, -3.130], [4.377, -7.159, 3.362]]
}

{
  "formula": "C6H17NOS",
  "method": "ωB97M-V/def2-TZVPD",
  "total_charge": -1,
  "orbital_gap_ev": [2.386, 9.079],
  "s2": 0.750,
  "relative_energy_kcal_mol": 0.0,
  "lumo_energy_ev": [3.255, 3.343],
  "spin_multiplicity": 2,
  "elements": ["S", "O", "N", "C", "C", "C", "C", "C", "C", "H", "H", "H", "H", "H", "H", "H", "H", "H", "H", "H", "H", "H", "H", "H", "H", "H"],
  "positions_angstrom": [[2.087, -1.912, -2.266], [0.080, -1.476, 2.677], [-0.960, 1.189, 0.472], [0.217, 2.008, 0.210], [1.562, 1.525, 0.744], [-2.409, -0.708, 0.113], [-1.221, 0.064, -0.461], [-0.087, -0.939, -0.785], [0.846, -0.590, -1.918], [-0.950, 0.776, 1.401], [-2.750, -1.436, -0.617], [1.542, 1.609, 1.835], [1.632, 0.456, 0.578], [0.490, -1.259, 0.077], [0.224, 2.127, -0.882], [0.538, -0.660, 2.936], [-0.024, 3.026, 0.534], [0.352, -0.428, -2.878], [0.079, -1.419, 1.713], [1.410, 0.328, -1.743], [-3.201, 0.022, 0.280], [-1.452, 0.596, -1.390], [-2.142, -1.205, 1.044], [2.377, -1.987, -0.930], [2.359, 2.150, 0.350], [-0.599, -1.855, -1.094]]
}

{
  "formula": "C15H13BF4N2O3Ru",
  "method": "ωB97M-V/def2-TZVPD",
  "orbital_gap_ev": [7.334, 5.446],
  "s2": 6.037,
  "lumo_energy_ev": [-1.019, -3.963],
  "spin_multiplicity": 5,
  "elements": ["Ru", "F", "F", "F", "F", "O", "O", "O", "N", "N", "C", "C", "C", "C", "C", "C", "C", "C", "C", "C", "C", "C", "C", "C", "C", "B", "H", "H", "H", "H", "H", "H", "H", "H", "H", "H", "H", "H", "H"],
  "positions_angstrom": [[0.098, -0.484, 0.424], [-1.084, -4.412, -0.271], [0.087, -4.413, 1.794], [1.290, -4.412, -0.253], [0.098, -2.474, 0.424], [2.048, -0.792, 0.420], [-1.795, -0.721, 0.420], [5.085, -0.812, 0.578], [-1.331, 1.568, 0.092], [0.027, 1.396, 0.424], [2.816, 0.168, 0.055], [-5.460, 2.163, -0.237], [4.240, 0.188, 0.124], [-4.090, 1.939, -0.058], [-3.556, 0.638, -0.053], [2.260, 1.363, -0.483], [-6.325, 1.086, -0.416], [-2.053, 0.479, 0.174], [-4.450, -0.433, -0.243], [4.520, -2.106, 0.736], [4.994, 1.315, -0.280], [4.388, 2.450, -0.801], [0.794, 1.499, -0.607], [3.009, 2.470, -0.916], [-5.821, -0.212, -0.421], [0.098, -3.928, 0.423], [-5.838, 3.180, -0.226], [2.499, 3.346, -1.300], [4.981, 3.305, -1.100], [-3.423, 2.783, 0.096], [-4.064, -1.450, -0.242], [0.098, -0.484, 2.252], [-6.481, -1.062, -0.554], [3.881, -2.160, 1.622], [6.074, 1.281, -0.179], [5.351, -2.797, 0.914], [4.023, -2.453, -0.176], [-7.388, 1.258, -0.548], [0.397, 1.731, -1.610]]
}

{
  "formula": "C23H48N2O11P3",
  "method": "ωB97M-V/def2-TZVPD",
  "total_charge": 1,
  "orbital_gap_ev": 6.793,
  "lumo_energy_ev": -4.289,
  "elements": ["P", "P", "P", "O", "O", "O", "O", "O", "O", "O", "O", "O", "O", "O", "N", "N", "C", "C", "C", "C", "C", "C", "C", "C", "C", "C", "C", "C", "C", "C", "C", "C", "C", "C", "C", "C", "C", "C", "C", "H", "H", "H", "H", "H", "H", "H", "H", "H", "H", "H", "H", "H", "H", "H", "H", "H", "H", "H", "H", "H", "H", "H", "H", "H", "H", "H", "H", "H", "H", "H", "H", "H", "H", "H", "H", "H", "H", "H", "H", "H", "H", "H", "H", "H", "H", "H", "H"],
  "positions_angstrom": [[-4.528, 0.406, 0.895], [3.125, 4.976, 3.105], [0.182, -4.011, -4.344], [-6.146, -2.523, -1.313], [0.114, -2.346, 2.360], [4.313, 3.928, 2.740], [4.130, 6.138, 3.536], [1.167, -4.165, -5.584], [2.029, 4.131, 3.612], [-0.483, -4.772, -3.269], [-1.037, -3.407, -5.229], [1.436, -2.365, 0.590], [2.779, 5.489, 1.629], [0.755, -2.640, -3.743], [-5.653, -2.588, 1.015], [-2.725, -1.741, 0.302], [-4.091, 1.518, -0.492], [1.953, 7.788, 1.842], [5.274, 5.242, 5.524], [0.706, -1.732, 1.509], [1.318, -5.462, -6.225], [-2.368, -3.906, -5.109], [4.289, 2.588, 3.218], [0.673, -0.235, 1.407], [-5.864, -2.577, -0.188], [-5.017, 1.327, 2.393], [-3.083, -0.726, 1.300], [4.419, 6.349, 4.943], [-1.836, -0.052, 1.934], [-4.288, -2.841, 1.541], [-0.697, 0.267, 0.944], [-3.308, -2.876, 0.402], [-3.673, -1.695, 2.366], [0.087, -5.858, -7.012], [3.158, -2.959, -3.332], [1.786, -2.687, -2.749], [3.782, 1.652, 2.143], [1.656, 6.359, 1.430], [-3.205, -2.995, -4.234], [-3.365, 2.304, -0.278], [-1.470, -0.687, 2.737], [3.707, 0.631, 2.525], [5.604, 5.508, 6.528], [1.557, -6.215, -5.471], [6.146, 5.060, 4.898], [3.377, -2.259, -4.138], [-2.736, -2.864, -3.256], [-4.347, -1.281, 3.111], [-0.222, -5.050, -7.675], [1.777, -1.713, -2.260], [-4.208, -3.402, -4.095], [5.315, 2.328, 3.488], [-5.773, 0.723, 2.895], [-2.784, -3.935, -6.117], [1.434, 0.060, 0.682], [4.717, 4.305, 5.592], [-3.642, 0.881, -1.259], [0.788, 5.971, 1.973], [2.803, 1.970, 1.783], [4.454, 1.654, 1.284], [1.424, 6.319, 0.367], [-5.507, 2.246, 2.074], [1.526, -3.435, -1.995], [1.127, 8.444, 1.565], [0.290, -6.749, -7.605], [-0.625, 1.351, 0.855], [-3.110, -3.718, -0.250], [1.280, -3.311, 0.740], [-3.290, -2.007, -4.687], [-0.865, -0.094, -0.074], [2.864, 8.143, 1.362], [2.101, 7.867, 2.920], [-2.142, 0.881, 2.405], [4.939, 7.302, 5.005], [-4.230, 1.522, 3.124], [-2.053, -1.650, -0.455], [-2.892, -2.212, 2.931], [-5.020, 1.898, -0.908], [-4.418, -3.747, 2.128], [3.925, -2.865, -2.563], [2.178, -5.373, -6.884], [3.688, 2.502, 4.124], [-0.753, -6.079, -6.350], [3.219, -3.965, -3.750], [-2.372, -4.927, -4.728], [0.977, 0.220, 2.349], [3.483, 6.448, 5.497]]
}